Record 1
{
  "formula": "C9H18BCl2F2N5O8S3",
  "method": "ωB97M-V with the def2-TZVPD basis set",
  "species": ["C", "C", "Cl", "C", "Cl", "N", "C", "N", "C", "S", "O", "O", "C", "O", "C", "N", "B", "O", "N", "C", "C", "H", "H", "H", "H", "H", "H", "H", "H", "H", "H", "H", "H", "H", "H", "H", "H", "H", "H", "N", "S", "O", "O", "F", "S", "O", "O", "F"],
  "coordinates": [[-1.2277, 4.0941, 0.9223], [-1.9741, 3.2506, 1.8984], [-3.4586, 3.8789, 2.4470], [-1.5423, 2.0632, 2.3407], [-2.4122, 1.1071, 3.4801], [-0.2924, 1.4902, 1.9678], [-0.1928, 0.4485, 1.1655], [-1.4046, -0.0929, 0.6885], [-1.5289, -0.0430, -0.7944], [-0.5666, 1.1123, -1.7907], [-1.4795, 1.6731, -2.7431], [0.5315, 0.3611, -2.3065], [-1.3716, -1.5284, 1.0608], [-0.2603, -2.1626, 0.4757], [0.8986, -1.6525, 1.0196], [0.9404, -0.1555, 0.8282], [2.2881, 0.4968, 0.8264], [3.2055, 0.0422, 1.7525], [2.6447, 1.5519, -0.0894], [3.9733, 1.3004, -0.6767], [2.6621, 2.8376, 0.6508], [-0.2157, 3.7494, 0.7620], [-1.2504, 5.1337, 1.2276], [-1.7498, 4.0524, -0.0344], [0.5486, 1.8950, 2.3581], [-2.5643, 0.2024, -1.0078], [-1.3253, -1.0049, -1.2730], [-0.1835, 2.1345, -0.9728], [-2.2638, -1.9948, 0.6623], [-1.3657, -1.6320, 2.1464], [1.7699, -2.1177, 0.5834], [0.8670, -1.8474, 2.0963], [2.7897, -0.0958, 2.6042], [4.1931, 2.0707, -1.4087], [4.7712, 1.3269, 0.0664], [3.9980, 0.3452, -1.1891], [1.8309, 3.4622, 0.3316], [2.6332, 2.7146, 1.7375], [3.5610, 3.4011, 0.4283], [-2.0968, -4.8202, -3.2640], [-1.0913, -3.6487, -2.9433], [0.2207, -4.0426, -2.5441], [-1.6667, -2.5241, -2.2660], [-0.8870, -3.1247, -4.4205], [-2.5357, -5.6838, -2.0186], [-3.1747, -6.8880, -2.4220], [-3.1032, -4.9467, -0.9325], [-1.1420, -6.1901, -1.4310]],
  "atomic_forces_ev_per_a": [[-0.52, -0.05, -0.32], [0.66, -0.57, 0.12], [-0.17, 0.09, 0.02], [-0.62, 0.23, 0.20], [0.05, 0.03, 0.03], [0.37, 0.54, -0.43], [-0.73, -0.67, -0.99], [0.71, -0.35, 0.42], [-0.68, 0.61, 0.11], [-0.72, -1.14, -1.36], [-0.16, 0.55, 0.41], [0.83, 0.37, 0.55], [-0.46, -0.31, -0.27], [0.19, 0.08, 0.08], [-0.83, -0.51, 0.00], [0.59, 1.00, 0.90], [0.64, -0.23, 0.32], [-0.39, 0.53, -0.40], [0.14, 0.19, 0.38], [0.09, 0.11, -0.16], [-0.35, -0.05, -0.40], [0.22, 0.03, 0.10], [0.19, 0.13, 0.15], [-0.04, 0.01, -0.13], [0.06, -0.03, 0.11], [-0.12, 0.19, -0.01], [0.28, -0.02, -0.01], [0.25, -0.21, 0.16], [-0.07, -0.14, -0.12], [0.10, 0.14, 0.17], [0.07, 0.06, -0.34], [0.37, 0.15, 0.20], [0.10, -0.73, 0.29], [-0.10, 0.08, -0.18], [0.06, -0.11, 0.17], [-0.09, -0.15, -0.07], [-0.15, 0.10, 0.09], [0.04, 0.04, 0.17], [0.22, -0.02, -0.02], [0.28, 0.08, 0.45], [0.55, 0.13, -0.90], [-0.03, -0.03, 0.20], [-0.36, 0.18, 0.18], [-0.28, -0.15, 0.15], [-0.01, -0.74, 0.38], [-0.16, 0.20, -0.38], [0.06, 0.30, 0.02], [-0.04, 0.05, 0.02]],
  "homo_lumo_gap_ha": 0.248,
  "e_lumo_ha": -0.074,
  "total_energy_ha": -3568.89895
}



Record 2
{
  "formula": "C9H18Br6O11S3",
  "method": "ωB97M-V with the def2-TZVPD basis set",
  "species": ["O", "S", "O", "O", "C", "C", "C", "H", "H", "H", "H", "H", "H", "H", "H", "C", "Br", "Br", "Br", "H", "C", "Br", "Br", "Br", "H", "C", "C", "O", "S", "O", "O", "O", "H", "H", "H", "H", "C", "C", "O", "S", "O", "O", "O", "H", "H", "H", "H"],
  "coordinates": [[3.4458, 1.5632, -1.1193], [2.8511, 0.5619, -0.2720], [3.1249, -0.8395, -0.5094], [3.1813, 0.8246, 1.2710], [4.3939, 1.5377, 1.5984], [5.0663, 0.7574, 2.7328], [1.0987, 0.7810, -0.2781], [4.1280, 2.5197, 1.9839], [5.0426, 1.5864, 0.7283], [5.5022, -0.1623, 2.3383], [4.2499, 0.4396, 3.3824], [5.8495, 1.3220, 3.2287], [0.6618, 0.2525, -1.1159], [0.8624, 1.8425, -0.3644], [0.7134, 0.4712, 0.6930], [-2.8712, -0.4231, -0.6515], [-1.6440, -1.3805, -1.7750], [-4.5163, -1.3353, -0.2162], [-3.3536, 1.3745, -1.3915], [-2.4563, -0.1819, 0.3168], [-4.9213, -0.4794, -4.3992], [-6.8657, -0.7191, -4.4964], [-4.1384, 0.8656, -5.6292], [-3.9223, -2.1232, -4.6665], [-4.7019, -0.1007, -3.4108], [-2.9064, 4.7347, 3.0394], [-3.9262, 4.4602, 1.9334], [-3.3193, 3.4321, 1.1253], [-1.8863, 2.8856, 1.7642], [-0.8743, 3.6216, 1.0561], [-1.8226, 1.4812, 1.8903], [-2.1581, 3.5394, 3.1982], [-3.4335, 4.9428, 3.9643], [-2.2034, 5.4775, 2.6548], [-3.9770, 5.2986, 1.2416], [-4.9069, 4.1834, 2.3158], [2.0910, -4.6310, -2.1813], [1.2186, -3.8503, -1.2070], [1.1381, -4.6501, -0.0313], [2.2704, -5.7948, -0.0067], [1.7006, -7.0765, -0.2952], [3.0733, -5.6281, 1.1638], [3.0590, -5.2927, -1.3491], [2.5554, -3.9874, -2.9230], [1.5900, -5.4769, -2.6709], [0.2005, -3.7289, -1.5740], [1.7363, -2.8952, -1.0871]],
  "atomic_forces_ev_per_a": [[0.02, -0.42, 0.57], [-0.05, -0.86, -0.42], [-0.12, 0.88, -0.04], [-0.30, 0.32, -0.70], [0.81, -0.32, 0.86], [-0.59, -0.57, -0.84], [-0.11, 0.75, 0.66], [-0.14, 0.16, -0.43], [-0.11, 0.31, -0.06], [0.06, 0.05, -0.01], [0.34, 0.20, 0.49], [-0.16, 0.16, 0.16], [0.12, -0.25, 0.02], [0.23, 0.01, -0.08], [-0.06, -0.39, -0.18], [-0.76, 1.05, 0.06], [-0.38, 0.20, 0.33], [0.24, -0.23, -0.33], [0.45, -0.95, 0.06], [0.49, -0.11, -0.17], [0.30, 0.17, -0.55], [1.00, 0.18, -0.16], [-0.76, -0.46, 0.51], [-0.55, 0.18, 0.11], [-0.04, -0.11, 0.05], [-0.11, 0.40, -0.76], [0.82, -0.02, -0.66], [0.71, -1.37, 0.68], [-1.12, 2.83, -0.89], [-0.42, -0.87, 0.70], [-0.17, -0.33, -0.01], [0.32, -1.16, 0.01], [0.53, 0.28, 0.17], [-0.22, 0.39, 0.67], [-0.41, 0.25, 0.34], [0.07, -0.37, -0.22], [-0.53, -1.28, -0.25], [0.18, -0.05, -1.09], [0.50, -0.31, 0.25], [0.55, -0.18, -0.20], [0.02, 0.82, 0.16], [-0.37, 0.02, -0.98], [0.00, 0.38, 1.32], [0.34, -0.09, 0.20], [-0.38, 0.54, -0.20], [0.11, 0.14, -0.01], [-0.34, 0.03, 0.85]],
  "homo_lumo_gap_ha": 0.359,
  "e_lumo_ha": -0.020,
  "total_energy_ha": -17819.90760
}



Record 3
{
  "formula": "C9H18Cl3CoI2O3P2",
  "method": "ωB97M-V with the def2-TZVPD basis set",
  "species": ["I", "I", "Co", "P", "C", "C", "H", "H", "H", "H", "H", "H", "C", "H", "H", "H", "P", "C", "C", "H", "H", "H", "C", "H", "H", "H", "H", "H", "H", "C", "O", "Cl", "C", "Cl", "Cl", "C", "O", "O"],
  "coordinates": [[-0.1663, -2.7637, -3.8029], [-0.1555, 2.0855, -1.8722], [-0.0133, -0.0424, -0.5260], [-2.2155, -0.1132, -0.4990], [-2.9671, -0.3655, -2.1419], [-2.6277, -1.5059, 0.5754], [-3.7152, -1.5623, 0.7041], [-4.0190, 1.3236, 0.2943], [-2.1259, -1.3882, 1.5497], [-2.4926, 1.5677, 1.2581], [-2.5739, -1.3151, -2.5398], [-2.2499, -2.4044, 0.0696], [-2.9204, 1.4131, 0.2497], [-4.0584, -0.3737, -2.0663], [-2.6201, 2.2451, -0.4088], [-2.6032, 0.4661, -2.7615], [2.2202, -0.1227, -0.4731], [3.0056, -0.3818, -2.1028], [2.9327, 1.4018, 0.2779], [2.1118, -1.4107, 1.5715], [3.7052, -1.5991, 0.7350], [2.2337, -2.4199, 0.0863], [2.6188, -1.5278, 0.5995], [2.5043, 1.5589, 1.2855], [4.0319, 1.3145, 0.3236], [4.0966, -0.4000, -2.0209], [2.6590, 0.4529, -2.7286], [2.6337, 2.2333, -0.3819], [2.6134, -1.3300, -2.5007], [0.0549, -0.1529, -2.2850], [0.1267, -0.5871, -3.4636], [-0.0010, 2.0984, 5.1669], [-0.0037, 0.7830, 3.9284], [1.5142, -0.0661, 4.2552], [-1.5273, -0.0579, 4.2541], [-0.0014, 1.0112, 2.1945], [0.0011, 2.0815, 1.5675], [-0.0062, -0.1461, 1.6280]],
  "atomic_forces_ev_per_a": [[-0.25, -2.27, -0.52], [0.38, 1.69, -1.27], [0.51, -1.22, 0.90], [-0.25, -0.05, 0.47], [0.15, 0.13, 0.52], [-0.32, -0.01, -0.09], [0.22, -0.21, 0.08], [0.44, 0.15, 0.07], [-0.25, -0.07, -0.43], [-0.37, -0.11, -0.54], [-0.38, 0.30, 0.13], [-0.21, 0.04, 0.29], [0.06, -0.35, -0.35], [0.18, -0.04, -0.27], [-0.38, -0.22, 0.44], [-0.40, -0.24, -0.03], [0.25, 0.13, 0.45], [-0.21, 0.16, 0.57], [-0.16, -0.38, -0.35], [0.26, -0.08, -0.43], [-0.24, -0.16, 0.04], [0.22, 0.05, 0.31], [0.18, 0.05, -0.11], [0.37, -0.10, -0.54], [-0.46, 0.13, 0.05], [-0.20, -0.02, -0.18], [0.36, -0.27, -0.05], [0.28, -0.17, 0.38], [0.35, 0.30, 0.03], [-0.14, -1.15, -2.25], [0.07, 3.52, 3.47], [0.00, 0.14, -1.66], [-0.01, 0.94, 1.39], [-0.70, -0.29, -0.79], [0.71, -0.28, -0.78], [-0.03, -2.38, -0.92], [0.01, -0.31, 1.63], [-0.02, 2.65, 0.34]],
  "homo_lumo_gap_ha": [0.321, 0.157],
  "spin_multiplicity": 5,
  "e_lumo_ha": [-0.233, -0.407],
  "s_squared": 6.0325,
  "total_energy_ha": -4620.11760,
  "charge": 2
}



Record 4
{
  "formula": "C9H18ClCoIO3P",
  "method": "ωB97M-V with the def2-TZVPD basis set",
  "species": ["C", "C", "H", "H", "H", "O", "I", "Co", "P", "C", "C", "H", "H", "H", "C", "H", "H", "H", "H", "H", "H", "C", "O", "Cl", "C", "C", "C", "O", "H", "H", "H", "H", "H", "H"],
  "coordinates": [[-0.2909, -2.5242, 0.9363], [0.4154, -2.0564, 2.1676], [0.3242, -3.2711, 0.4373], [-0.4466, -1.6800, 0.2585], [-1.2616, -2.9328, 1.2044], [1.6113, -2.2154, 2.4116], [1.1198, 0.5561, 2.4232], [-1.4594, 1.2537, -1.8233], [0.0680, 1.1730, -3.4088], [1.8420, 1.4367, -3.6616], [-0.5856, -0.1614, -4.4144], [-1.5466, 2.8303, -2.5944], [-1.2673, 2.8821, -4.4096], [-0.0287, 3.5495, -3.3290], [-0.7852, 2.7561, -3.4307], [-1.5780, -0.4637, -4.0411], [-0.6715, 0.1707, -5.4576], [2.0640, 1.5916, -4.7268], [2.3968, 0.5581, -3.3032], [0.1065, -1.0163, -4.3722], [2.1574, 2.3213, -3.0909], [0.1834, 0.5782, -1.5309], [0.9001, 0.0910, -0.7154], [-3.4135, 0.5055, -1.4046], [-1.0042, 0.1890, 4.5661], [0.1001, -0.6313, 3.9272], [1.1549, -1.1600, 4.8630], [-0.5063, -1.6062, 3.0875], [-1.5676, -0.4540, 5.2614], [-1.6962, 0.5420, 3.7910], [-0.5977, 1.0431, 5.1179], [1.3882, -2.1954, 4.6102], [2.0715, -0.5771, 4.7555], [0.8032, -1.0828, 5.8958]],
  "atomic_forces_ev_per_a": [[0.38, -0.57, -0.18], [-2.06, -1.31, 0.16], [-0.09, 0.01, -0.08], [-0.01, -0.07, 0.16], [-0.02, 0.00, 0.00], [0.06, 0.97, -0.66], [2.46, 2.25, -2.45], [-0.08, -1.35, 0.87], [1.45, -0.71, -1.26], [0.14, -0.03, 0.15], [-0.19, 0.00, -0.45], [0.08, 1.04, -0.84], [-0.31, -0.08, 0.43], [-0.38, -0.22, 0.27], [0.27, 0.35, -0.37], [0.34, 0.11, -0.14], [0.01, -0.08, 0.13], [-0.21, -0.02, 0.21], [-0.16, 0.21, -0.13], [-0.16, 0.26, 0.08], [-0.08, -0.24, -0.14], [-0.62, -0.03, 3.45], [-0.86, 0.76, -2.54], [0.80, 0.17, 0.04], [-0.06, -0.30, -0.22], [-2.99, -2.23, 3.96], [-0.47, -0.10, 0.16], [1.82, 0.65, -1.03], [0.16, 0.30, -0.15], [0.02, 0.05, 0.24], [-0.05, -0.14, -0.03], [0.11, 0.25, 0.23], [0.50, 0.06, 0.22], [0.20, 0.07, -0.07]],
  "homo_lumo_gap_ha": [0.157, 0.178],
  "spin_multiplicity": 5,
  "e_lumo_ha": [-0.305, -0.408],
  "s_squared": 6.3530,
  "total_energy_ha": -3060.53525,
  "charge": 2
}



Calculated strongest force on any atom in order - 1.916 3.168 4.946 5.439 eV Å⁻¹